Record 1
C6H8N2 | ωB97M-V/def2-TZVPD

```
16
Properties=species:S:1:pos:R:3:nbo_charge:R:1
C 2.47767 -0.47220 -0.16832 0.27
C 1.02903 -0.19506 0.28384 -0.32
C 0.37741 1.25036 -0.08381 -0.41
C -1.25930 0.98968 -0.40491 -0.41
C -1.27298 -0.55666 0.17661 -0.08
C -0.06084 -1.06968 -0.41076 -0.12
H 1.27324 -0.06179 1.45766 0.27
H 0.32440 1.70563 0.90512 0.22
H 0.78302 1.98155 -0.83860 0.24
H -1.73999 1.03859 -1.38759 0.23
H -1.94347 1.41876 0.46580 0.21
H -1.22497 -0.36091 1.25288 0.16
H -1.31106 -2.36155 0.60995 0.36
H 0.18344 -0.79160 -1.39852 0.19
N 3.67783 -0.60724 -0.21800 -0.33
N -1.31343 -1.90787 -0.24135 -0.49
```

## Properties
- HOMO energy (eV) = -9.260
- total charge = 0
- energy relative to the best compared isomer or geometry (same formula, charge and spin) (kJ/mol) = 572.18
- E_LUMO (eV) = 0.66
- 2S+1 = 1
- gap between HOMO and LUMO (eV) = 9.91
- structure (SMILES) = N#C[C@H]1CC[C@H]2N[C@H]12



Record 2
C34H31ClN2O3PV | ωB97M-V/def2-TZVPD

```
73
Properties=species:S:1:pos:R:3:nbo_charge:R:1
V 0.86226 -0.20088 0.04027 1.19
Cl -2.61860 -0.51237 -1.68669 0.00
C -1.82948 -0.62818 -3.25319 0.00
C -2.55996 -1.28348 -4.22757 -0.23
C -2.05686 -1.39313 -5.51617 -0.17
C -0.82560 -0.83387 -5.81444 -0.22
C -0.10892 -0.17848 -4.81894 -0.12
C -0.58860 -0.06271 -3.51350 -0.40
P 0.40475 0.79261 -2.22483 0.85
C -0.54844 2.32035 -1.93251 -0.26
C -1.48206 2.77429 -2.86305 -0.23
C -2.17125 3.95960 -2.64800 -0.19
C -1.92822 4.70547 -1.50320 -0.19
C -0.99864 4.26256 -0.57234 -0.20
C -0.31289 3.07287 -0.78352 -0.22
C 1.90824 1.31278 -3.09042 -0.38
C 2.91459 0.37099 -3.31345 -0.18
C 4.05119 0.72153 -4.02115 -0.20
C 4.19697 2.02123 -4.49961 -0.19
C 3.20929 2.96324 -4.26343 -0.21
C 2.06173 2.60846 -3.56067 -0.14
H -3.52399 -1.70105 -3.97076 0.24
H -2.63268 -1.90561 -6.27629 0.23
H -0.42141 -0.89926 -6.81554 0.23
H 0.85048 0.25331 -5.06881 0.22
H -1.67632 2.19999 -3.75948 0.23
H -2.89658 4.30135 -3.37496 0.23
H -2.46463 5.63041 -1.33539 0.23
H -0.80524 4.84469 0.31942 0.22
H 0.41491 2.75137 -0.04452 0.21
H 2.81898 -0.63951 -2.93283 0.22
H 4.82766 -0.01215 -4.19302 0.22
H 5.08402 2.29717 -5.05517 0.23
H 3.32422 3.97697 -4.62380 0.22
H 1.29290 3.34915 -3.38106 0.22
O 2.52497 0.76274 -0.13501 -0.57
N 3.16775 1.17267 0.92328 0.18
N 2.51246 0.93930 1.95801 0.18
O 1.31848 0.38106 1.88324 -0.62
C 3.10132 1.21840 3.28127 0.16
C 2.34263 0.91622 4.38815 -0.24
C 2.88902 1.16078 5.64319 -0.19
C 4.16310 1.69395 5.76056 -0.19
C 4.89997 1.99053 4.61874 -0.19
C 4.37373 1.75357 3.36028 -0.24
H 1.35171 0.50242 4.27358 0.24
H 2.30793 0.93050 6.52662 0.23
H 4.58502 1.87816 6.73919 0.23
H 5.89389 2.40844 4.70558 0.23
H 4.94037 1.98229 2.46954 0.25
C -4.94512 -3.61265 4.41852 -0.64
C -3.75537 -3.34993 3.53810 0.09
C -3.39586 -2.05255 3.18617 -0.24
C -2.31973 -1.78523 2.35851 0.10
C -1.97135 -0.34102 2.09642 -0.65
C -1.58813 -2.87959 1.83887 -0.17
C -0.50859 -2.74332 0.92663 0.39
O -0.11252 -1.64667 0.42300 -0.68
C -1.92358 -4.21286 2.20621 0.09
C -1.15182 -5.42550 1.72945 -0.65
C -2.99501 -4.41145 3.05173 -0.24
H -5.27930 -2.70650 4.92075 0.23
H -4.71519 -4.36540 5.17279 0.23
H -5.77987 -3.99602 3.82828 0.24
H -3.96281 -1.22094 3.58937 0.22
H -2.54407 0.29700 2.76820 0.23
H -2.20588 -0.03935 1.07340 0.23
H -0.91549 -0.13495 2.26870 0.23
H 0.05010 -3.61259 0.60696 0.17
H -0.95006 -5.42079 0.65890 0.22
H -1.72277 -6.32784 1.93598 0.24
H -0.19505 -5.51809 2.24818 0.23
H -3.25668 -5.42450 3.33732 0.22
```

## Properties
- HOMO energy (spin up / spin down) (eV) = -9.978 / -11.316
- total charge = +1
- <S²> = 3.7773
- E_LUMO (spin up / spin down) (eV) = -3.33 / -3.56
- 2S+1 = 4
- gap between HOMO and LUMO (spin up / spin down) (eV) = 6.65 / 7.76



Record 3
C4H7N | ωB97M-V/def2-TZVPD

```
12
Properties=species:S:1:pos:R:3:nbo_charge:R:1
C -0.20064 1.17070 -1.16441 -0.75
C -0.59480 -0.24908 -1.19740 0.12
C 1.10698 -0.79359 1.27374 -0.85
C -1.71983 -0.58674 -0.42947 0.08
N -2.63704 -0.99122 0.17403 -0.22
H 0.86227 1.30310 -1.38398 0.25
H -0.73411 1.56168 -2.05273 0.29
H -0.51398 1.77342 -0.30350 0.22
H 0.96258 -1.04452 0.21543 0.22
H 2.17827 -0.73320 1.47686 0.22
H 0.63670 0.16590 1.50678 0.21
H 0.65359 -1.57645 1.88463 0.22
```

## Properties
- HOMO energy (spin up / spin down) (eV) = -9.436 / -9.439
- total charge = 0
- energy relative to the best compared isomer or geometry (same formula, charge and spin) (kJ/mol) = 373.86
- E_LUMO (spin up / spin down) (eV) = -1.73 / -1.73
- 2S+1 = 1
- gap between HOMO and LUMO (spin up / spin down) (eV) = 7.71 / 7.71



Record 4
C22H23B2NO18 | ωB97M-V/def2-TZVPD

```
66
Properties=species:S:1:pos:R:3:nbo_charge:R:1
C 5.59417 -0.25035 -0.68809 -0.62
C 4.26791 -0.75675 -1.20484 -0.05
O 3.25110 -0.23931 -0.34476 -0.74
B 2.19073 0.33511 -0.95880 1.37
O 1.93164 1.67850 -0.81413 -0.93
O 1.26947 -0.41164 -1.73211 -0.72
C 0.20253 -0.73268 -0.97909 0.91
O 0.33735 -0.98530 0.21976 -0.61
N -1.03485 -0.76047 -1.66571 -0.95
B -2.06862 0.11321 -1.00597 1.25
O -2.23556 1.37907 -1.48410 -0.94
O -2.71590 -0.44544 0.03814 -0.70
C -3.94661 0.09312 0.50611 -0.24
H 5.61520 -0.31191 0.38470 0.22
H 5.69540 0.78245 -0.99095 0.20
H 6.41317 -0.83398 -1.08694 0.20
H 4.29012 -1.83522 -1.15956 0.19
H 4.14952 -0.45580 -2.24175 0.16
H 2.02829 2.14673 -1.64645 0.51
H -1.37818 -1.70536 -1.52011 0.40
H -2.88162 1.41811 -2.19738 0.52
H -4.30383 0.95589 -0.03776 0.19
H -3.83717 0.31575 1.55484 0.19
H -4.69229 -0.68807 0.42295 0.17
C 3.35500 -1.86835 2.71307 -0.40
C 4.49730 -2.47929 2.37273 0.31
C 5.39780 -3.11745 3.39209 0.48
O 6.40906 -3.66776 2.99593 -0.55
C 5.01783 -3.04089 4.79176 -0.39
C 3.87796 -2.42999 5.13822 0.30
C 2.96329 -1.81388 4.11403 0.54
O 1.93852 -1.29589 4.51403 -0.55
O 3.46990 -2.32160 6.39451 -0.63
O 4.92163 -2.57300 1.11565 -0.64
H 2.70081 -1.40783 1.98355 0.27
H 5.68077 -3.48866 5.51830 0.24
H 2.62115 -1.83892 6.36227 0.51
H 5.76344 -3.06653 1.15661 0.51
C -0.07219 2.25404 2.26376 -0.40
C 0.72906 2.33257 3.33311 0.32
C 0.19871 2.66643 4.69989 0.48
O 0.98456 2.70268 5.62785 -0.54
C -1.22458 2.93809 4.83910 -0.39
C -2.02228 2.86659 3.76661 0.31
C -1.49328 2.50332 2.40672 0.54
O -2.28229 2.44217 1.48170 -0.57
O -3.32756 3.10520 3.81564 -0.63
O 2.03675 2.12826 3.26978 -0.62
H 0.29889 2.01652 1.27732 0.25
H -1.59387 3.19530 5.82166 0.24
H -3.65370 2.98234 2.90334 0.50
H 2.36905 2.24509 4.17966 0.50
C -3.65009 0.77579 -5.85907 -0.40
C -4.08288 0.42085 -7.07773 0.34
C -5.31191 -0.42857 -7.26800 0.47
O -5.65056 -0.69243 -8.40429 -0.53
C -6.02078 -0.88765 -6.08459 -0.38
C -5.58468 -0.53477 -4.86922 0.32
C -4.37221 0.33474 -4.68582 0.50
O -4.04916 0.62641 -3.54553 -0.59
O -6.18295 -0.91996 -3.74978 -0.62
O -3.47296 0.78538 -8.19171 -0.62
H -2.77055 1.38577 -5.70966 0.25
H -6.89203 -1.50997 -6.22998 0.25
H -5.67349 -0.52887 -3.01594 0.51
H -3.98950 0.39914 -8.92561 0.51
```

## Properties
- HOMO energy (eV) = -9.308
- total charge = 0
- E_LUMO (eV) = -1.91
- 2S+1 = 1
- gap between HOMO and LUMO (eV) = 7.39
- structure (SMILES) = CCOB(O)OC(=O)NB(O)OC.O=C1C=C(O)C(=O)C=C1O.O=C1C=C(O)C(=O)C=C1O.O=C1C=C(O)C(=O)C=C1O



Record 5
C4H10IN2O2 | ωB97M-V/def2-TZVPD

```
19
Properties=species:S:1:pos:R:3:nbo_charge:R:1
I 25.30301 -3.96128 -26.91935 -0.96
O 23.83427 -2.78282 -22.46141 -0.62
C 23.53213 -3.95760 -22.43146 0.68
N 22.78967 -4.51309 -21.43162 -0.84
C 23.91253 -4.94625 -23.53609 -0.74
H 22.43990 -3.89186 -20.72063 0.39
H 22.34241 -5.39216 -21.59345 0.39
H 23.44095 -5.92030 -23.41460 0.19
H 24.98777 -5.13029 -23.58546 0.25
H 23.73658 -4.44215 -24.48895 0.29
O 23.08612 -1.60374 -31.63300 -0.68
C 23.61675 -1.94459 -30.57311 0.67
N 23.67000 -3.22918 -30.20948 -0.82
C 24.27896 -0.92834 -29.68379 -0.72
H 23.25586 -3.90549 -30.82156 0.39
H 24.18966 -3.53027 -29.38967 0.44
H 24.92680 -0.26585 -30.25437 0.22
H 24.96825 -1.42469 -28.98882 0.25
H 23.58108 -0.36922 -29.06676 0.23
```

## Properties
- HOMO energy (eV) = -4.050
- total charge = -1
- energy relative to the best compared isomer or geometry (same formula, charge and spin) (kJ/mol) = 67.12
- E_LUMO (eV) = 3.09
- 2S+1 = 1
- gap between HOMO and LUMO (eV) = 7.14



Record 6
C29H23NO5 | ωB97M-V/def2-TZVPD

```
58
Properties=species:S:1:pos:R:3:nbo_charge:R:1
C -0.73051 2.75544 -0.68596 -0.66
C -0.71639 1.69966 0.40671 0.56
C -1.47642 1.96702 1.68273 -0.64
O -1.26375 0.46382 -0.15025 -0.55
C -0.50447 -0.19446 -1.10721 0.86
O -1.05588 -0.93346 -1.91175 -0.59
C 1.00625 -0.18709 -0.89019 -0.29
C 1.73213 -0.25674 -2.26246 -0.42
C 1.46664 0.87831 -3.26944 -0.03
C 2.35831 1.96478 -3.41128 -0.20
C 2.23722 2.88067 -4.46549 -0.16
C 1.24807 2.70531 -5.44473 -0.19
C 1.17669 3.58611 -6.57549 0.28
N 1.11824 4.29730 -7.49648 -0.30
C 0.34475 1.64001 -5.31740 -0.17
C 0.47351 0.72807 -4.26234 -0.16
C 1.53136 1.00761 -0.12557 0.85
O 2.66903 1.42248 -0.19635 -0.57
O 0.65389 1.48317 0.84096 -0.56
H -0.13261 2.46366 -1.56517 0.23
H -1.76722 2.90625 -0.98851 0.23
H -0.34305 3.68603 -0.26954 0.23
H -1.32330 1.11149 2.34208 0.24
H -1.06501 2.86713 2.13946 0.23
H -2.53333 2.07778 1.44611 0.23
H 2.79608 -0.27355 -2.04101 0.24
H 1.44143 -1.19579 -2.72931 0.24
H 3.17765 2.07370 -2.68869 0.24
H 2.97143 3.69001 -4.57525 0.23
H -0.41162 1.47158 -6.09508 0.23
H -0.19323 -0.14202 -4.21317 0.23
C -4.77585 -3.59223 2.77288 -0.20
C -4.23841 -3.77768 1.49648 -0.21
C -2.99452 -3.24970 1.16998 -0.20
C -2.25923 -2.47819 2.10965 -0.01
C -0.96424 -1.84050 1.79633 0.31
O -0.44352 -1.15094 2.86866 -0.51
C 0.87946 -0.74405 2.80124 0.40
C 1.65595 -0.87515 1.65312 -0.15
C 3.02226 -0.54840 1.73806 -0.15
C 3.59247 -0.16465 2.95866 -0.23
C 2.80385 -0.12524 4.10275 -0.19
C 1.43460 -0.36482 4.05874 -0.27
C 1.02755 -1.26273 0.33859 -0.21
C -0.29622 -1.86062 0.60351 -0.31
C -2.77442 -2.38846 3.43240 -0.21
C -4.02864 -2.91326 3.74791 -0.21
H -5.75270 -3.97574 3.02539 0.22
H -4.79703 -4.33136 0.74627 0.22
H -2.54503 -3.38800 0.18736 0.22
H 3.61875 -0.60482 0.83919 0.22
H 4.66136 0.01507 3.00152 0.22
H 3.27032 0.14528 5.06400 0.22
H 0.79400 -0.39194 4.92882 0.23
H 1.72871 -1.97448 -0.26590 0.24
H -0.89730 -2.14945 -0.28552 0.25
H -2.18813 -1.87721 4.21843 0.23
H -4.41991 -2.77497 4.77157 0.22
```

## Properties
- HOMO energy (eV) = -8.259
- total charge = 0
- energy relative to the best compared isomer or geometry (same formula, charge and spin) (kJ/mol) = 90.79
- E_LUMO (eV) = 0.00
- 2S+1 = 1
- gap between HOMO and LUMO (eV) = 8.26
- structure (SMILES) = CC1(C)OC(=O)C(Cc2ccc(C#N)cc2)([C@@H]2C=C(c3ccccc3)Oc3ccccc32)C(=O)O1